Entry 1:
ORCA calculation (ωB97M-V with the def2-TZVPD basis set) on a molecular structure, C47H37BrN4O6P2V.

Geometry as ORCA input:
```
! RIJCOSX wB97M-V def2-TZVPD def2/J DEFGRID3
* xyz 1 3
V -1.74 1.45 -0.26
O 3.04 5.93 1.04
C 2.02 6.23 0.40
O 1.73 7.18 -0.33
C 0.89 5.16 0.52
C -0.26 5.26 -0.26
C -1.16 4.22 -0.23
N -0.92 3.12 0.50
C 0.11 3.07 1.35
C 1.04 4.09 1.39
C 0.06 1.89 2.23
C 0.95 1.69 3.27
C 0.80 0.56 4.07
C -0.22 -0.33 3.79
C -1.06 -0.06 2.72
N -0.94 1.03 1.96
C -2.48 4.16 -0.87
C -3.09 5.24 -1.47
C -4.38 5.09 -1.96
C -5.02 3.87 -1.82
C -4.34 2.83 -1.22
N -3.10 2.97 -0.74
H -0.38 6.16 -0.86
H 1.91 4.08 2.03
H 1.74 2.40 3.46
H 1.47 0.39 4.90
H -0.37 -1.22 4.38
H -1.84 -0.75 2.44
H -2.57 6.19 -1.55
H -4.88 5.93 -2.44
H -6.02 3.71 -2.19
H -4.79 1.85 -1.13
O 0.31 0.63 -0.31
P 1.60 -0.13 -0.37
C 1.56 -1.62 0.68
P 0.15 -2.76 0.47
O -1.17 -2.07 0.56
C 0.38 -3.95 1.80
C 1.29 -5.00 1.72
C 1.45 -5.86 2.80
C 0.70 -5.68 3.95
C -0.22 -4.64 4.03
C -0.38 -3.78 2.96
C 0.41 -3.65 -1.07
C -0.72 -4.06 -1.77
C -0.59 -4.77 -2.95
C 0.67 -5.07 -3.44
C 1.80 -4.67 -2.74
C 1.68 -3.97 -1.56
C 1.99 -0.65 -2.04
C 0.96 -0.79 -2.96
C 1.24 -1.23 -4.25
C 2.54 -1.54 -4.60
C 3.57 -1.40 -3.69
C 3.30 -0.95 -2.40
C 2.97 0.86 0.19
C 3.18 2.06 -0.49
C 4.15 2.95 -0.05
C 4.91 2.64 1.07
C 4.73 1.43 1.73
C 3.75 0.54 1.30
H 1.49 -1.27 1.72
H 2.50 -2.16 0.58
H 1.87 -5.16 0.82
H 2.16 -6.68 2.73
H 0.82 -6.35 4.79
H -0.82 -4.52 4.92
H -1.12 -2.99 2.99
H -1.70 -3.82 -1.37
H -1.47 -5.09 -3.49
H 0.77 -5.63 -4.36
H 2.79 -4.91 -3.13
H 2.57 -3.65 -1.04
H -0.05 -0.53 -2.67
H 0.44 -1.34 -4.97
H 2.76 -1.88 -5.61
H 4.59 -1.62 -3.98
H 4.11 -0.82 -1.69
H 2.57 2.31 -1.35
H 4.27 3.91 -0.54
H 5.65 3.35 1.42
H 5.34 1.19 2.59
H 3.62 -0.39 1.83
Br -3.14 -0.74 -1.99
C -3.81 -0.68 -0.24
C -4.74 -1.60 0.21
C -5.28 -1.39 1.47
C -4.90 -0.28 2.21
C -3.95 0.56 1.69
N -3.39 0.36 0.48
H -5.03 -2.43 -0.41
H -6.02 -2.08 1.86
H -5.33 -0.07 3.18
H -3.59 1.43 2.23
O -2.77 2.15 -3.52
C -1.62 2.17 -3.19
O -1.15 1.79 -2.02
H -0.82 2.56 -3.84
*
```

Computed properties:
* highest occupied orbital energy (alpha / beta): -9.96 / -9.96 eV
* HOMO-LUMO gap (alpha / beta): 6.911 / 6.463 eV
* energy: -181893.9619 eV
* energy relative to the best compared isomer or geometry (same formula, charge and spin): 2.2 kcal/mol

Atom charges from the Mulliken analysis, given in e for atoms 1 to 5: number 1, V, carries -0.182; number 2, O, carries -0.682; number 3, C, carries 0.278; number 4, O, carries -0.727; number 5, C, carries -0.367

Entry 2:
ORCA calculation (ωB97M-V with the def2-TZVPD basis set) on a molecular structure, C44H48O4.

Geometry as ORCA input:
```
! RIJCOSX wB97M-V def2-TZVPD def2/J DEFGRID3
* xyz 0 1
C 3.08 -2.24 -1.04
C 2.95 -2.56 0.35
C 3.34 -1.67 1.32
C 3.70 -0.39 0.97
C 3.81 -0.05 -0.39
C 3.48 -0.95 -1.39
H 2.76 -3.01 -1.74
H 2.55 -3.49 0.71
H 3.19 -1.92 2.36
H 3.95 0.27 1.79
H 4.28 0.90 -0.62
H 3.62 -0.68 -2.43
C -2.72 -4.36 -1.13
C -2.01 -3.55 -0.27
C -1.42 -2.36 -0.68
C -1.55 -1.96 -2.01
C -2.29 -2.79 -2.91
C -2.93 -3.95 -2.46
H -3.26 -5.25 -0.87
H -1.93 -3.86 0.76
H -0.86 -1.77 0.03
H -1.02 -1.08 -2.33
H -2.31 -2.43 -3.93
H -3.60 -4.46 -3.12
C 1.39 0.25 4.68
C 2.53 -0.30 5.25
C 3.66 -0.58 4.51
C 3.50 -0.61 3.13
C 2.31 -0.23 2.59
C 1.25 0.28 3.33
H 0.62 0.67 5.31
H 2.49 -0.26 6.33
H 4.63 -0.79 4.94
H 4.39 -0.62 2.52
H 2.21 -0.33 1.51
H 0.36 0.67 2.86
C -5.05 3.31 -1.56
C -5.20 2.03 -1.09
C -4.26 1.38 -0.30
C -3.15 2.07 -0.03
C -2.96 3.37 -0.47
C -3.98 4.00 -1.19
H -5.86 3.82 -2.07
H -6.06 1.39 -1.25
H -4.44 0.38 0.08
H -2.43 1.56 0.58
H -2.11 3.99 -0.19
H -3.89 5.01 -1.59
C 1.16 0.05 0.08
C 0.03 0.87 0.27
C -1.01 0.80 -0.68
C -0.79 0.04 -1.81
C 0.33 -0.74 -2.03
C 1.34 -0.63 -1.07
H 1.98 -0.01 0.78
H -0.10 1.52 1.13
H -1.91 1.38 -0.51
H -1.64 -0.03 -2.47
H 0.47 -1.31 -2.94
H 2.28 -1.17 -1.03
C 0.03 -1.66 2.78
C -0.73 -2.69 3.39
C -1.86 -3.21 2.77
C -2.40 -2.44 1.76
C -1.78 -1.29 1.24
C -0.54 -0.90 1.74
H 1.02 -1.46 3.15
H -0.28 -3.14 4.26
H -2.22 -4.14 3.18
H -3.34 -2.71 1.29
H -2.16 -0.80 0.36
H -0.04 -0.13 1.17
O 3.30 4.61 0.48
C 2.49 3.84 0.93
O 1.13 3.99 0.58
C 0.33 2.94 1.20
C 1.31 1.91 1.70
C 2.67 2.63 1.86
H -0.36 2.60 0.43
H -0.27 3.32 2.03
H 1.34 1.11 0.97
H 0.85 1.45 2.58
H 3.53 2.03 1.54
H 2.71 3.02 2.88
O -2.17 2.16 -5.84
C -1.20 1.62 -5.25
O 0.04 1.89 -5.62
C 1.06 1.22 -4.90
C 0.35 0.88 -3.63
C -1.11 0.82 -3.97
H 1.88 1.93 -4.80
H 1.36 0.32 -5.44
H 0.65 1.67 -2.94
H 0.66 -0.05 -3.16
H -1.65 1.22 -3.11
H -1.50 -0.17 -4.17
*
```

Computed properties:
* highest occupied orbital energy: -7.25 eV
* HOMO-LUMO gap: 6.643 eV
* energy: -54552.8312 eV

Atom charges from the Mulliken analysis, given in e for atoms 1 to 5: number 1, C, carries -0.419; number 2, C, carries -0.384; number 3, C, carries -0.271; number 4, C, carries -1.110; number 5, C, carries -1.028

Entry 3:
ORCA calculation (ωB97M-V with the def2-TZVPD basis set) on 4 unconnected molecules or ions with the total composition C4H16N6O4.

Geometry as ORCA input:
```
! RIJCOSX wB97M-V def2-TZVPD def2/J DEFGRID3
* xyz 0 1
N -3.11 4.28 5.19
C -1.94 3.83 5.69
N -2.09 2.69 6.16
O -0.88 4.47 5.60
H -3.16 5.23 4.86
H -3.93 3.69 5.14
H -1.32 2.12 6.47
H -3.01 2.28 6.31
N 3.91 -0.80 -2.94
C 4.97 -1.20 -2.37
N 5.50 -2.08 -3.11
O 5.27 -0.89 -1.29
H 3.64 -0.91 -3.91
H 3.25 -0.41 -2.29
H 5.20 -2.22 -4.06
H 6.38 -2.44 -2.76
N -1.05 -3.19 -3.91
C -1.76 -3.71 -3.01
N -2.99 -3.36 -3.19
O -1.46 -4.52 -2.13
H -0.11 -3.57 -3.91
H -1.47 -2.65 -4.65
H -3.66 -3.84 -2.62
H -3.16 -2.95 -4.10
C -0.80 1.56 0.78
O 0.41 2.03 0.24
H -1.54 2.36 0.90
H -1.21 0.78 0.14
H -0.80 1.09 1.76
H 0.89 2.33 1.01
*
```

Computed properties:
* highest occupied orbital energy: -9.76 eV
* HOMO-LUMO gap: 10.129 eV
* energy: -21537.4764 eV
* energy relative to the best compared isomer or geometry (same formula, charge and spin): 76.4 kcal/mol

Atom charges from the Mulliken analysis, given in e for atoms 1 to 5: number 1, N, carries -0.411; number 2, C, carries 0.672; number 3, N, carries -0.347; number 4, O, carries -0.667; number 5, H, carries 0.206

Entry 4:
ORCA calculation (ωB97M-V with the def2-TZVPD basis set) on a single C21H16Br2O5S molecule.

Geometry as ORCA input:
```
! RIJCOSX wB97M-V def2-TZVPD def2/J DEFGRID3
* xyz 0 1
C 0.21 4.73 1.40
C 0.93 3.55 0.83
C 0.30 2.42 0.45
C 0.99 1.27 -0.06
C 0.35 0.11 -0.42
C -1.09 -0.05 -0.53
C -1.72 -1.20 -0.05
C -3.08 -1.38 -0.12
C -3.75 -2.59 0.44
C -3.87 -0.39 -0.73
O -5.20 -0.58 -0.80
C -3.24 0.74 -1.24
Br -4.31 2.08 -2.10
C -1.88 0.93 -1.14
C 1.13 -1.10 -0.77
C 1.52 -1.33 -2.09
C 2.23 -2.47 -2.43
C 2.56 -3.41 -1.46
C 2.17 -3.19 -0.14
C 1.47 -2.05 0.18
S 0.98 -1.87 1.88
O 0.18 -3.00 2.23
O 0.50 -0.56 2.18
O 2.42 -2.03 2.61
C 2.43 1.34 -0.11
C 3.07 2.46 0.26
Br 4.96 2.58 0.19
C 2.39 3.68 0.74
O 3.00 4.69 1.04
H -0.86 4.57 1.41
H 0.44 5.61 0.81
H 0.56 4.92 2.41
H -0.77 2.34 0.59
H -1.12 -1.96 0.44
H -4.17 -3.19 -0.37
H -4.57 -2.30 1.09
H -3.04 -3.20 0.99
H -5.63 0.17 -1.24
H -1.42 1.81 -1.57
H 1.26 -0.60 -2.85
H 2.53 -2.63 -3.45
H 3.11 -4.30 -1.72
H 2.39 -3.90 0.64
H 2.66 -1.20 3.03
H 2.98 0.48 -0.46
*
```

Computed properties:
* highest occupied orbital energy: -8.22 eV
* HOMO-LUMO gap: 7.102 eV
* energy: -183193.8010 eV

Atom charges from the Mulliken analysis, given in e for atoms 1 to 5: number 1, C, carries -1.755; number 2, C, carries 0.717; number 3, C, carries -0.711; number 4, C, carries 1.780; number 5, C, carries -0.476

Entry 5:
ORCA calculation (ωB97M-V with the def2-TZVPD basis set) on a molecular structure, C22H27N7O3Tl.

Geometry as ORCA input:
```
! RIJCOSX wB97M-V def2-TZVPD def2/J DEFGRID3
* xyz 1 1
Tl -1.45 -0.55 -0.76
C -2.68 -3.74 3.35
N -3.01 -2.33 3.28
C -4.28 -1.89 3.85
C -2.19 -1.48 2.63
O -1.14 -1.81 2.08
C -2.63 -0.01 2.59
O -1.70 0.79 1.91
C -0.49 1.02 2.59
C 0.70 0.69 1.70
O 0.54 0.36 0.53
N 1.92 0.80 2.26
C 2.11 1.17 3.66
C 3.11 0.50 1.48
H -2.78 -4.09 4.38
H -3.36 -4.32 2.72
H -1.66 -3.89 3.01
H -4.76 -2.75 4.31
H -4.15 -1.13 4.62
H -4.96 -1.51 3.08
H -3.58 0.08 2.06
H -2.80 0.35 3.61
H -0.43 2.08 2.86
H -0.43 0.44 3.52
H 1.53 2.05 3.93
H 1.85 0.36 4.34
H 3.16 1.41 3.81
H 2.80 0.15 0.50
H 3.72 1.40 1.36
H 3.70 -0.27 1.98
N -0.73 4.08 -2.41
C -1.23 2.89 -2.05
N -0.61 1.76 -2.11
C 0.70 1.75 -2.61
N 1.37 0.68 -2.81
N 0.81 -0.49 -2.35
C 0.91 -1.49 -3.12
C 0.50 -2.83 -2.64
C 0.86 -3.96 -3.36
C 0.54 -5.21 -2.85
C -0.12 -5.29 -1.64
C -0.45 -4.10 -0.99
N -0.15 -2.90 -1.47
C 1.35 3.04 -2.93
C 2.68 3.13 -3.34
C 3.23 4.36 -3.65
C 2.45 5.51 -3.56
C 1.13 5.44 -3.16
C 0.59 4.20 -2.84
H -1.31 4.90 -2.34
H -2.25 2.90 -1.68
H 1.34 -1.41 -4.12
H 1.39 -3.85 -4.30
H 0.82 -6.10 -3.39
H -0.39 -6.24 -1.20
H -0.98 -4.12 -0.05
H 3.26 2.22 -3.42
H 4.26 4.42 -3.96
H 2.88 6.48 -3.81
H 0.52 6.34 -3.09
*
```

Computed properties:
* highest occupied orbital energy: -10.45 eV
* HOMO-LUMO gap: 8.041 eV
* energy: -44514.4253 eV
* energy relative to the best compared isomer or geometry (same formula, charge and spin): 0.0 kcal/mol

Atom charges from the Mulliken analysis, given in e for atoms 1 to 5: number 1, Tl, carries 0.922; number 2, C, carries -1.098; number 3, N, carries 0.137; number 4, C, carries -0.955; number 5, C, carries 0.827

Entry 6:
ORCA calculation (ωB97M-V with the def2-TZVPD basis set) on 2 unconnected molecules or ions with the total composition C3H10NO3.

Geometry as ORCA input:
```
! RIJCOSX wB97M-V def2-TZVPD def2/J DEFGRID3
* xyz 1 1
O -0.54 -2.01 -1.07
C -0.71 -0.91 -1.82
C 0.28 0.21 -1.34
N 0.58 -0.02 0.08
C 1.37 1.03 0.79
O -1.33 -0.76 -2.82
H -1.12 -2.77 -1.26
H -0.42 1.04 -1.50
H 1.15 0.35 -1.97
H -0.28 -0.12 0.65
H 1.09 -0.90 0.16
H 1.47 0.97 1.86
H 0.84 1.99 0.67
H 2.42 1.05 0.44
H -2.31 0.57 2.21
H -1.11 -0.03 2.90
O -1.39 0.33 2.04
*
```

Computed properties:
* highest occupied orbital energy: -14.97 eV
* HOMO-LUMO gap: 11.682 eV
* energy: -10899.3290 eV
* energy relative to the best compared isomer or geometry (same formula, charge and spin): 26.2 kcal/mol

Atom charges from the Mulliken analysis, given in e for atoms 1 to 5: number 1, O, carries -0.442; number 2, C, carries 0.451; number 3, C, carries -0.492; number 4, N, carries -0.156; number 5, C, carries -0.881